[1]
Density functional theory data (the ωB97M-V functional and the def2-TZVPD basis) for a molecular structure, C15H30N5O2ReSi.

Results
2S+1   4
Charge   +3
<S²>   3.776
HOMO energy (spin up / spin down)   -17.519 / -18.003 eV

Element x y z (Å)
Re  0.0746  0.7535  -2.1408
C  -0.0509  0.1893  -4.5025
C  0.5747  1.4247  -4.2292
C  1.7945  1.4613  -3.4560
C  2.2995  0.2819  -2.8914
C  1.4931  -0.8740  -2.8994
C  0.3292  -0.9228  -3.7401
H  -0.8952  0.1332  -5.1779
H  0.2243  2.3322  -4.7013
H  2.3352  2.3931  -3.3643
H  3.2331  0.3041  -2.3441
H  1.8200  -1.7693  -2.3901
H  -0.2234  -1.8502  -3.8134
C  -2.7204  -0.1138  -1.5682
O  -1.3874  -0.2734  -0.9707
C  -1.4495  -0.9277  0.3331
C  -0.8893  -0.1325  1.4823
O  0.5580  -0.2082  1.5067
C  1.1359  -0.1314  2.6883
H  -3.2048  -1.0871  -1.6131
H  -2.5827  0.2710  -2.5780
H  -3.2988  0.5916  -0.9746
H  -0.9560  -1.8948  0.2362
H  -2.5051  -1.0963  0.5446
H  -1.2873  -0.5740  2.4005
H  -1.1876  0.9167  1.4409
H  0.6154  0.4201  3.4752
H  2.2108  -0.0217  2.6486
H  0.9217  -1.2717  3.4751
C  1.0282  -4.9012  4.8272
Si  0.7511  -3.0848  5.0725
C  -1.0482  -2.5953  5.0458
C  1.6946  -2.3302  6.4738
C  1.4781  -2.3074  3.4254
H  0.6794  -5.4283  5.7193
H  2.0840  -5.1446  4.7008
H  0.4729  -5.2953  3.9748
H  -1.5856  -3.0943  5.8548
H  -1.5394  -2.8941  4.1153
H  -1.1903  -1.5216  5.2008
H  1.2951  -2.6898  7.4248
H  1.6231  -1.2403  6.4919
H  2.7503  -2.6053  6.4429
H  1.1461  -2.7609  2.4919
H  2.5531  -2.1439  3.4134
N  -2.6234  5.3081  -1.8930
N  -1.6616  4.4108  -1.5575
N  -0.9037  4.5858  -0.4912
C  -0.2167  3.4637  -0.4566
N  -0.5564  2.6571  -1.4768
N  -1.5053  3.2939  -2.1797
H  -2.3882  6.2246  -1.5258
H  -2.8184  5.2888  -2.8877
H  0.5409  3.2466  0.2771

Forces on the atoms, in the same order (eV/Å):
Re -0.02 -0.13 -0.26
C 0.04 -0.03 0.00
C 0.07 0.04 -0.03
C -0.11 -0.03 0.00
C 0.08 0.06 0.05
C 0.09 -0.06 0.07
C -0.03 0.07 0.00
H 0.00 0.02 0.00
H 0.01 0.00 -0.01
H 0.01 0.00 0.00
H 0.00 -0.05 0.00
H -0.02 0.00 0.00
H 0.00 0.00 -0.02
C -0.01 -0.06 0.03
O -0.20 0.27 0.16
C 0.07 -0.09 -0.09
C -0.06 0.00 0.02
O -0.03 -0.12 -0.01
C 0.13 -0.02 -0.01
H 0.00 0.00 0.00
H 0.00 0.02 0.01
H -0.01 -0.01 0.01
H 0.04 0.02 0.01
H 0.01 -0.05 -0.02
H 0.02 0.01 0.01
H 0.03 0.01 -0.01
H 0.01 0.00 0.01
H -0.01 0.04 -0.04
H -0.16 0.00 0.17
C 0.01 0.01 -0.01
Si -0.04 -0.03 0.07
C 0.00 0.00 -0.02
C -0.01 0.01 -0.01
C 0.09 0.11 -0.21
H 0.00 0.00 0.00
H 0.00 0.00 0.00
H 0.00 0.00 0.00
H 0.00 0.00 0.01
H 0.00 -0.01 0.01
H 0.00 0.00 -0.01
H 0.00 -0.01 0.00
H 0.00 0.00 0.01
H 0.00 0.00 0.00
H 0.00 0.00 0.01
H 0.01 -0.05 0.05
N 0.01 -0.02 0.00
N 0.00 0.02 -0.02
N -0.03 -0.03 0.05
C 0.11 0.06 -0.10
N -0.11 0.01 0.08
N -0.01 -0.01 0.03
H -0.01 0.00 0.00
H 0.01 0.01 0.00
H 0.00 0.01 0.00

The Mulliken scheme yields these atomic charges, measured in e: Re 1.015; C -0.637; C -0.249; C -0.409; C -0.481; C -0.417; C -0.315; H 0.439; H 0.548; H 0.510; H 0.406; H 0.571; H 0.516; C -0.714; O -0.432; C -0.760; C -0.263; O -0.311; C -0.604; H 0.437; H 0.292; H 0.329; H 0.317; H 0.526; H 0.433; H 0.302; H 0.423; H 0.479; H -0.008; C -0.966; Si 0.039; C -0.957; C -0.995; C -0.605; H 0.347; H 0.365; H 0.351; H 0.377; H 0.306; H 0.338; H 0.349; H 0.367; H 0.359; H 0.462; H 0.534; N -0.529; N 1.151; N -0.748; C -0.278; N 0.065; N -0.473; H 0.337; H 0.314; H 0.546

---

[2]
Density functional theory data (the ωB97M-V functional and the def2-TZVPD basis) for 6 unconnected molecules or ions with the total composition C15H30O12S3 at a distorted geometry.

Results
HOMO energy   -8.921 eV

Element x y z (Å)
C  -2.5750  2.5215  -1.7083
C  -3.5448  3.4568  -2.4649
O  -3.8862  2.7667  -3.6749
C  -3.4077  1.5385  -3.6489
O  -3.7297  0.6445  -4.4566
O  -2.8172  1.3128  -2.4008
H  -2.8305  2.3852  -0.6574
H  -1.5689  2.9215  -1.8336
H  -3.1030  4.4219  -2.7128
H  -4.5163  3.5777  -1.9855
C  -3.5848  -5.4047  -0.5245
C  -2.6110  -6.4507  -0.9587
O  -3.3513  -7.4301  -1.6726
C  -4.6361  -7.0541  -1.7699
O  -5.5767  -7.6971  -2.2878
O  -4.7632  -5.7998  -1.2319
H  -3.3295  -4.4473  -0.9786
H  -3.7761  -5.3329  0.5462
H  -2.0585  -6.8734  -0.1195
H  -1.7940  -5.9749  -1.5011
C  -2.0026  0.5447  6.4534
C  -2.9798  0.6382  7.6193
O  -2.6353  1.9057  8.1522
C  -2.0874  2.6682  7.2189
O  -1.9934  3.8790  7.1676
O  -1.6273  1.8812  6.2431
H  -2.5152  0.1866  5.5605
H  -1.1337  -0.0653  6.6999
H  -2.8376  -0.1924  8.3106
H  -4.0215  0.6563  7.2989
C  1.7493  -2.1318  0.0159
S  1.2338  -0.8156  1.2300
O  -0.0407  -1.4820  1.7835
C  2.5422  -1.1398  2.4412
H  1.7923  -3.1492  0.4047
H  2.6236  -1.8932  -0.5896
H  1.0394  -2.1263  -0.8113
H  2.6404  -2.2245  2.4857
H  2.2796  -0.8011  3.4434
H  3.5449  -0.8341  2.1423
C  0.5979  -0.2579  -8.6228
S  2.2480  -0.4917  -7.8715
O  2.0975  -1.1383  -6.5065
C  2.9530  -1.8048  -8.9802
H  0.5014  -0.2023  -9.7071
H  -0.0129  0.5179  -8.1611
H  -0.0780  -1.0915  -8.4320
H  2.2080  -2.5614  -9.2265
H  3.7422  -2.3561  -8.4691
H  3.3414  -1.3780  -9.9049
C  4.4613  5.4019  4.9235
S  5.0270  4.2858  3.5310
O  4.2202  4.5656  2.2856
C  6.6859  5.1452  3.1838
H  4.1612  6.3457  4.4682
H  5.2278  5.5009  5.6921
H  3.5553  4.9471  5.3240
H  6.3757  6.1688  2.9736
H  7.1600  4.7539  2.2837
H  7.4170  5.0631  3.9880

Forces on the atoms, in the same order (eV/Å):
C -1.07 0.84 -0.90
C -0.60 0.36 0.33
O 0.85 0.73 -0.52
C -2.15 -3.81 -0.41
O 1.97 3.11 2.67
O 0.57 -0.92 -1.53
H 0.11 0.03 -0.14
H 0.24 -0.55 0.08
H -0.14 -0.08 0.01
H 0.24 0.28 0.40
C -0.83 0.58 -1.02
C 1.80 0.04 0.86
O 0.14 -0.38 -0.09
C -3.15 -0.77 -1.29
O 3.85 2.37 1.97
O -1.09 -0.98 -0.07
H 0.11 0.18 0.61
H -0.04 -0.03 -0.12
H -0.48 -0.61 0.12
H -0.32 -0.37 -0.97
C -0.57 -0.70 -0.18
C 0.22 -0.40 -0.51
O -0.89 0.31 1.86
C 0.57 2.28 -1.09
O -0.25 -2.15 0.80
O 0.54 0.26 -1.04
H 0.35 -0.17 -0.05
H 0.04 0.05 -0.17
H 0.02 0.46 0.35
H -0.01 0.06 0.00
C 0.10 0.85 -1.07
S -1.41 -2.55 -0.06
O 1.70 1.33 -0.32
C 0.36 -1.12 0.08
H 0.01 0.34 0.52
H 0.66 0.16 0.69
H -0.75 0.11 0.47
H -0.32 -0.14 0.17
H -0.12 0.36 -0.30
H -0.24 0.66 -0.18
C -1.38 -1.08 0.01
S 0.39 -0.68 0.74
O -0.24 0.60 -1.56
C -0.74 -0.12 -0.05
H 0.87 0.49 -0.08
H 0.85 0.62 0.09
H 0.51 -0.75 0.41
H -0.27 0.17 0.02
H 0.05 0.54 0.33
H -0.05 0.20 0.11
C -0.16 -0.39 -1.13
S 0.82 0.61 -0.68
O 0.46 0.01 1.33
C -1.01 -0.07 0.13
H 0.30 0.12 0.07
H -0.01 -0.01 -0.17
H 0.15 -0.14 0.05
H 0.26 0.10 0.17
H -0.48 -0.35 -0.01
H -0.34 0.09 0.25

The Mulliken scheme yields these atomic charges, measured in e: C -0.221; C -0.294; O -0.318; C 0.650; O -0.564; O -0.281; H 0.255; H 0.254; H 0.275; H 0.243; C -0.182; C -0.243; O -0.324; C 0.691; O -0.560; O -0.347; H 0.223; H 0.243; H 0.260; H 0.240; C -0.298; C -0.248; O -0.327; C 0.676; O -0.560; O -0.294; H 0.257; H 0.270; H 0.273; H 0.249; C -1.013; S 0.512; O -0.620; C -0.870; H 0.325; H 0.388; H 0.336; H 0.289; H 0.301; H 0.352; C -0.973; S 0.484; O -0.599; C -0.899; H 0.361; H 0.331; H 0.341; H 0.295; H 0.322; H 0.337; C -0.844; S 0.473; O -0.593; C -0.895; H 0.300; H 0.321; H 0.301; H 0.283; H 0.318; H 0.336

---

[3]
Density functional theory data (the ωB97M-V functional and the def2-TZVPD basis) for a molecular structure, C15H30O27S6 at a distorted geometry.

Results
HOMO energy   -11.241 eV

Element x y z (Å)
C  4.8474  -2.2369  -0.6814
C  4.7938  -2.1829  0.8085
O  3.8361  -3.1632  1.1943
S  4.0093  -4.4474  0.2351
O  2.6966  -4.8362  -0.2080
O  4.8680  -5.4125  0.7961
O  4.8418  -3.6512  -0.9045
H  5.8362  -1.9456  -1.0348
H  3.9940  -1.8315  -1.1348
H  4.3692  -1.2436  1.2397
H  5.7648  -2.4136  1.3319
C  0.3902  -2.8107  1.0979
C  0.5437  -2.2626  2.4518
O  0.3932  -0.7655  2.2518
S  0.8408  -0.4113  0.7818
O  2.0134  0.3347  0.7363
O  -0.3162  0.0773  0.0921
O  1.1503  -1.9007  0.2597
H  -0.6654  -2.7420  0.7836
H  0.7586  -3.7992  0.7567
H  1.4914  -2.4775  2.9404
H  -0.2848  -2.4438  3.1782
C  -2.9326  -3.7114  -1.9815
C  -3.8209  -2.8698  -1.0141
O  -4.0878  -3.8259  0.0435
S  -2.9003  -4.9031  0.2576
O  -3.4720  -6.1982  0.1802
O  -2.1885  -4.5415  1.3854
O  -2.1420  -4.5422  -1.1147
H  -2.2584  -3.2391  -2.6234
H  -3.6388  -4.4058  -2.4525
H  -4.7030  -2.5664  -1.4423
H  -3.2617  -2.1097  -0.5222
C  -1.1330  2.4499  4.2810
C  -2.1693  1.6684  3.5844
O  -2.0209  0.2638  4.0458
S  -0.9859  0.2806  5.2424
O  -0.2092  -0.9189  5.2388
O  -1.7005  0.7326  6.3907
O  -0.1222  1.4825  4.6739
H  -1.5113  3.0288  5.1880
H  -0.7295  3.0283  3.4188
H  -2.0756  1.7296  2.4784
H  -3.1200  2.0824  3.8893
C  0.7643  3.9515  -1.8230
C  1.6054  3.1672  -0.7486
O  2.2923  4.2147  0.0062
S  2.5935  5.2900  -1.0488
O  3.6274  4.7981  -1.8666
O  2.7330  6.5318  -0.3819
O  1.1623  5.3348  -1.8032
H  -0.2674  3.9155  -1.6359
H  0.8810  3.6190  -2.7551
H  2.4506  2.6135  -1.1681
H  1.1297  2.4921  -0.0511
C  -2.2804  6.4469  0.2125
C  -3.2081  6.9284  -0.8465
O  -3.2256  5.7480  -1.7761
S  -3.5005  4.5199  -0.9110
O  -2.7539  3.3744  -1.3804
O  -4.8805  4.3670  -0.6741
O  -2.6858  5.0462  0.4837
H  -2.2718  6.9477  1.1907
H  -1.2537  6.4777  -0.1663
H  -2.7802  7.8052  -1.3348
H  -4.2238  6.9786  -0.4582
C  0.7046  -0.2236  -2.9942
O  -0.0076  -1.4870  -3.1027
C  0.8008  -2.5928  -3.1625
O  2.0118  -2.5772  -3.2210
O  -0.0058  -3.6402  -3.1144
C  0.5758  -4.9616  -3.1338
H  1.3055  -0.2733  -2.1037
H  0.0549  0.6641  -3.0427
H  1.3835  -0.2074  -3.8964
H  1.3077  -4.8984  -3.9172
H  -0.1897  -5.6873  -3.2846
H  1.1619  -5.0326  -2.2102

Forces on the atoms, in the same order (eV/Å):
C 1.62 -1.22 0.78
C 0.29 1.59 2.35
O -0.29 -1.21 -0.39
S -0.85 1.10 -0.87
O 0.98 0.42 0.24
O 0.38 -0.42 0.30
O -0.72 -1.49 0.13
H -0.44 0.58 -0.31
H -0.96 0.95 -0.88
H 0.57 -0.51 -0.59
H -0.78 0.22 -0.78
C -0.93 -0.76 -2.42
C -0.90 1.00 2.36
O 0.88 -1.29 -0.36
S -2.94 -1.94 -0.59
O 2.35 1.29 0.03
O 0.28 0.22 0.17
O 0.19 1.14 0.48
H 0.38 -0.03 0.13
H -0.08 0.43 1.12
H 0.15 0.28 -0.16
H 0.70 -0.33 -0.81
C -2.35 -1.14 1.71
C 3.24 -2.15 0.92
O -0.19 -0.48 -0.11
S -3.11 0.09 -3.24
O 0.19 -0.10 -0.16
O 2.24 0.87 2.19
O 0.65 -0.12 1.19
H 0.76 0.94 -0.97
H 0.30 0.27 -0.59
H -2.05 0.73 -0.83
H 0.33 1.14 -0.08
C 1.47 1.56 -0.02
C -1.43 -1.45 -0.51
O -0.32 0.82 -0.82
S -0.05 -0.65 0.07
O -0.53 0.84 0.04
O 0.42 -0.28 0.19
O -0.11 0.45 0.18
H 0.75 -0.68 -1.37
H 0.38 0.40 1.49
H -0.01 -0.63 0.80
H -0.58 -0.43 -0.13
C -0.08 0.40 3.13
C 1.17 0.04 -0.40
O -1.53 -0.94 0.66
S 0.15 2.90 0.63
O 0.43 -0.37 -1.32
O 0.04 0.23 -0.11
O 1.25 -0.83 0.90
H -1.45 0.04 0.66
H 0.93 -1.67 -3.66
H -0.49 -0.18 -0.49
H -0.60 0.35 0.00
C 0.80 -1.23 1.19
C -0.19 -0.67 -0.05
O 0.62 2.29 -0.40
S 2.39 -3.11 1.65
O -0.69 1.44 0.18
O -0.75 0.29 0.53
O -0.89 0.78 -2.03
H -0.43 0.11 -0.50
H -0.04 -0.35 0.03
H -0.62 -0.25 -0.33
H -0.06 0.68 -0.26
C 1.04 -0.82 -1.97
O 0.22 -0.06 0.16
C 0.10 1.09 0.32
O -0.99 -0.19 0.03
O -0.86 0.00 -0.06
C 1.72 1.83 0.57
H 0.20 0.36 0.34
H -0.22 -0.91 0.27
H -0.47 0.33 1.05
H 0.26 -0.70 -0.62
H -0.48 -0.28 0.05
H -0.42 -0.62 -0.04

The Mulliken scheme yields these atomic charges, measured in e: C 0.095; C -0.303; O -0.212; S 0.996; O -0.508; O -0.597; O -0.320; H 0.322; H -0.036; H 0.239; H 0.266; C 0.009; C -0.494; O -0.131; S 0.425; O -0.580; O -0.483; O 0.202; H -0.130; H 0.515; H 0.242; H 0.347; C -0.239; C -0.317; O -0.373; S 1.099; O -0.564; O -0.462; O -0.216; H 0.298; H 0.248; H 0.377; H 0.224; C -0.330; C -0.187; O -0.256; S 1.189; O -0.532; O -0.614; O -0.296; H 0.334; H 0.257; H 0.181; H 0.316; C 0.070; C 0.140; O -0.270; S 1.117; O -0.578; O -0.596; O -0.342; H -0.073; H 0.406; H 0.281; H -0.141; C -0.085; C -0.490; O -0.301; S 1.046; O -0.479; O -0.554; O -0.259; H 0.315; H 0.128; H 0.328; H 0.334; C -0.352; O -0.335; C 0.959; O -0.629; O -0.273; C -0.664; H -0.042; H 0.161; H 0.368; H 0.409; H 0.224; H 0.177

---

[4]
Density functional theory data (the ωB97M-V functional and the def2-TZVPD basis) for a molecular structure, C15H31BF4HgP2 at a distorted geometry.

Results
HOMO energy (spin up / spin down)   -7.429 / -7.487 eV

Element x y z (Å)
P  -0.3026  4.4835  -1.6253
P  -1.6139  -4.5009  0.9976
C  -1.9288  -2.0219  -0.3383
C  -2.3197  -2.7309  0.8381
H  -1.6238  -2.5405  -1.2442
H  -2.2157  -0.9752  -0.4014
H  -1.9559  -2.2320  1.7761
H  -3.4180  -2.8847  0.9048
C  0.0364  -4.3004  0.2218
H  0.7701  -4.4279  1.0250
H  0.1528  -3.3016  -0.2095
H  0.1729  -5.0823  -0.5337
C  -2.5290  -5.2098  -0.4280
H  -1.8240  -5.7374  -1.0725
H  -3.0802  -4.4386  -0.9734
H  -3.2257  -5.9318  0.0143
C  0.5950  5.3812  -0.3139
H  -0.0383  5.5332  0.5719
H  0.8722  6.3527  -0.7439
H  1.5130  4.8435  -0.0498
C  -1.9015  4.2770  -0.7470
H  -1.9358  3.3139  -0.2211
H  -2.6979  4.2922  -1.5008
H  -2.0572  5.1152  -0.0554
Hg  1.0127  0.2224  0.6577
C  1.0139  -0.5547  -1.2250
C  2.3489  -0.2304  -0.8171
C  3.1299  0.9921  -1.2863
C  2.8584  2.2404  -0.4014
C  1.3835  2.2071  0.0414
C  0.5236  2.4553  -1.1188
C  -0.5181  1.4804  -1.5957
C  0.1684  0.2256  -2.2105
C  0.1625  0.7480  2.5123
H  0.7652  -1.6170  -1.1955
H  2.9754  -1.0933  -0.5746
H  2.9421  1.1976  -2.3517
H  4.2040  0.7653  -1.2029
H  3.5073  2.2023  0.4867
H  3.1266  3.1528  -0.9580
H  1.1709  2.8457  0.9098
H  1.1545  2.6966  -1.9959
H  -1.1433  1.9430  -2.3857
H  -1.1987  1.1938  -0.7706
H  -0.6205  -0.4491  -2.5700
H  0.7570  0.5177  -3.1018
H  -0.8769  0.3999  2.5297
H  0.2228  1.8424  2.6038
H  0.7455  0.2506  3.2966
F  0.0334  -4.0054  3.3501
B  0.1692  -2.5856  3.3900
F  -1.1527  -2.0000  3.2629
F  0.7509  -2.1540  4.5807
F  0.9394  -2.1659  2.2484

Forces on the atoms, in the same order (eV/Å):
P 0.64 -2.44 1.46
P -0.63 0.59 0.12
C 0.02 0.91 -1.00
C 0.40 -1.48 1.88
H -0.04 0.19 -0.03
H 0.14 0.05 -0.30
H -0.82 -0.23 -1.02
H 0.31 0.20 0.12
C 0.41 -0.08 0.32
H 0.00 0.11 -0.32
H 0.14 -0.25 -0.06
H 0.09 0.23 0.09
C -0.24 -0.29 0.10
H -0.29 -0.04 -0.15
H 0.05 -0.27 -0.19
H -0.04 0.09 -0.45
C 0.27 0.60 -0.05
H 0.41 -0.06 -0.21
H 0.06 -0.08 0.40
H -0.15 0.26 0.05
C -0.59 0.08 -0.35
H -0.09 0.42 0.03
H -0.04 -0.06 0.32
H -0.09 -0.33 -0.13
Hg -2.50 -0.97 6.51
C 2.62 -1.47 -3.45
C 0.24 -1.38 -4.01
C 0.52 0.30 0.37
C -0.09 -0.56 0.60
C 1.20 3.98 -0.62
C -0.81 2.87 -2.83
C -0.33 -0.23 -0.29
C -0.79 0.18 0.27
C -0.11 0.42 0.04
H 0.02 0.26 0.47
H -0.41 0.18 0.61
H -0.23 -0.10 0.34
H -0.37 -0.06 -0.14
H -0.09 0.00 -0.24
H -0.27 -0.16 0.18
H 0.10 -0.38 -0.10
H 0.15 -0.91 0.28
H 0.27 -0.26 0.42
H 0.16 -0.02 -0.40
H 0.22 0.08 0.13
H -0.04 -0.02 0.55
H 0.31 0.01 0.12
H -0.15 -0.42 0.14
H -0.25 0.04 -0.21
F 0.37 1.23 0.09
B -0.78 -0.75 0.29
F 1.16 -0.04 0.63
F -0.02 -0.01 -0.57
F -0.02 0.07 0.17

The Mulliken scheme yields these atomic charges, measured in e: P 0.190; P 0.214; C -1.053; C -0.549; H 0.533; H 0.391; H 0.168; H 0.480; C 0.007; H 0.285; H -0.590; H 0.499; C -1.121; H 0.279; H 0.329; H 0.345; C -0.834; H 0.291; H 0.388; H 0.179; C -0.932; H 0.235; H 0.318; H 0.400; Hg 0.751; C 0.295; C -0.742; C -0.705; C -0.890; C -0.566; C -0.510; C -1.026; C -1.078; C -1.228; H 0.166; H 0.597; H 0.327; H 0.440; H 0.388; H 0.344; H 0.909; H 0.382; H 0.550; H 0.272; H 0.419; H 0.412; H 0.333; H 0.403; H 0.296; F -0.355; B 0.434; F -0.449; F -0.345; F -0.277

---

For each record above, in turn, the calculated ΔE to the lowest compared entry with this formula, charge and spin values are 53.71 46.03 5.22 159.31 kcal/mol.
For each record above, in turn, the calculated E values are -37562.6338 -73112.2797 -136328.2402 -50353.8304 eV.